Record 1
The following is a DFT calculation (ωB97M-V with the def2-TZVPD basis set) of the molecule C6H9N at a distorted geometry.

Calculated values
Lowest unoccupied orbital energy in Ha: 0.03371
Energy relative to the best compared isomer or geometry (same formula, charge and spin) in kcal per mole: 102.6
2S+1: 1
E_HOMO in eV: -6.8
Orbital gap in eV: 7.7

Structure (XYZ):
```
16
Properties=species:S:1:pos:R:3:forces:R:3:lowdin_charge:R:1
C -0.748 1.707 0.841 0.0776 -0.0175 0.1140 -0.032
C -0.262 0.495 0.100 -0.4850 0.1297 -0.7998 -0.415
N -1.002 -1.803 -0.432 0.0295 -0.1861 -0.0733 0.094
C -1.135 -0.455 -0.538 0.7756 0.2168 0.6567 -0.102
C 0.595 0.532 -1.191 -0.2456 -0.4898 0.4658 0.029
C 2.077 -0.652 0.669 0.1164 0.1571 0.0355 0.014
C 1.147 -0.011 -0.046 -0.3768 -0.3319 -0.2685 -0.331
H -0.090 -2.126 -0.118 -0.1205 0.0329 0.0499 0.096
H -1.437 -2.378 -1.139 0.1494 0.1445 0.0203 0.098
H -2.093 -0.120 -0.932 0.2268 0.1201 -0.2518 0.138
H 0.572 0.460 -2.265 -0.1538 0.2877 0.0859 0.085
H -1.065 1.447 1.855 0.0400 0.0521 -0.0322 0.078
H 0.054 2.443 0.890 -0.0307 -0.0198 0.0461 0.086
H -1.599 2.166 0.329 0.0580 -0.0811 -0.0085 0.079
H 1.931 -0.849 1.722 -0.0422 0.0514 0.0187 0.043
H 3.055 -0.856 0.255 -0.0188 -0.0664 -0.0588 0.040
```
Positions in Å, forces in eV/Å.

---

Record 2
The following is a DFT calculation (ωB97M-V with the def2-TZVPD basis set) of a cluster of 2 separate species, CHNS2 in total at a distorted geometry.

Calculated values
Lowest unoccupied orbital energy (alpha / beta) in Ha: -0.10809 / -0.12476
Energy relative to the best compared isomer or geometry (same formula, charge and spin) in kcal per mole: 74.5
2S+1: 1
E_HOMO (alpha / beta) in eV: -10.4 / -10.0
Orbital gap (alpha / beta) in eV: 7.5 / 6.6

Structure (XYZ):
```
5
Properties=species:S:1:pos:R:3:forces:R:3:lowdin_charge:R:1
C 1.789 -0.003 -0.960 -1.8165 0.9093 3.4897 -0.241
N 2.177 -0.212 -2.005 1.0873 -0.5932 -2.7355 -0.041
S -1.446 -0.629 0.824 -0.5173 0.6248 0.3019 0.266
S 0.008 0.611 1.246 0.6042 -0.4693 -0.8116 0.160
H -2.528 0.233 0.895 0.6422 -0.4716 -0.2446 -0.144
```
Positions in Å, forces in eV/Å.

---

Record 3
The following is a DFT calculation (ωB97M-V with the def2-TZVPD basis set) of a structure of composition C44H43CaF4N3OS2Sb.

Calculated values
Lowest unoccupied orbital energy in Ha: 0.07248
Energy relative to the best compared isomer or geometry (same formula, charge and spin) in kcal per mole: 11.6
Net charge: -1
2S+1: 1
E_HOMO in eV: -3.9
Orbital gap in eV: 5.9

Structure (XYZ):
```
99
Properties=species:S:1:pos:R:3:forces:R:3:lowdin_charge:R:1
Ca -0.633 1.735 0.599 -0.3617 0.0316 0.4429 0.923
S -0.627 1.892 3.263 0.3041 0.0523 0.3681 0.391
C 1.088 1.706 3.702 -0.0477 0.0122 0.0066 -0.720
C 1.450 1.899 5.045 -0.0784 0.0354 -0.0819 -0.167
C 2.748 1.745 5.503 -0.0200 -0.0056 -0.0763 -0.127
C 3.748 1.389 4.606 -0.0888 0.0071 -0.0506 -0.127
C 3.419 1.193 3.274 -0.1341 0.0145 -0.0543 -0.157
C 2.108 1.338 2.794 0.0122 -0.0944 -0.0648 -0.685
S 1.837 0.981 1.065 0.5665 0.0196 0.5869 0.434
H 0.663 2.174 5.739 0.0104 -0.0051 -0.0108 0.083
H 2.974 1.899 6.553 -0.0081 -0.0033 -0.0183 0.088
H 4.772 1.261 4.939 -0.0150 -0.0018 -0.0165 0.086
H 4.186 0.910 2.562 -0.0087 0.0009 0.0050 0.084
C -3.663 0.669 -2.958 -0.0375 -0.0028 -0.0643 -0.054
C -2.663 -0.079 -2.074 0.0576 0.0243 0.0344 -0.376
C -3.207 -1.446 -1.662 -0.0672 -0.0006 -0.0498 -0.068
C -1.302 -0.139 -2.745 -0.1334 -0.0870 -0.1331 -0.145
C -0.993 -1.196 -3.599 -0.0019 0.0217 0.0465 -0.057
C 0.220 -1.243 -4.269 0.0027 0.0914 0.0634 -0.102
C 1.148 -0.237 -4.049 -0.0499 0.0012 -0.0377 -0.063
C 0.885 0.827 -3.192 0.1161 -0.0527 -0.0193 -0.131
C 1.987 1.839 -2.927 -0.0385 -0.0012 0.0127 -0.364
C 2.337 2.636 -4.186 0.0298 -0.0028 -0.0247 -0.062
C 3.239 1.163 -2.357 0.0122 -0.0318 -0.0410 -0.071
C -0.374 0.906 -2.561 -0.1445 0.1487 0.1230 -0.200
N -0.685 1.963 -1.674 0.1517 0.3615 -0.6605 -0.096
C -0.885 3.207 -2.196 0.0115 -0.3952 0.1057 -0.284
C -1.208 3.503 -3.537 0.0350 0.0868 -0.1580 -0.046
C -1.446 4.800 -3.975 0.0249 -0.0270 0.0850 -0.113
C -1.379 5.882 -3.105 0.0275 -0.0941 -0.0016 -0.124
C -1.054 5.635 -1.771 -0.0326 0.0241 -0.0278 -0.040
C -0.826 4.347 -1.368 0.0032 -0.0022 0.0833 -0.225
F -0.512 4.142 -0.030 -0.1370 -0.1759 -0.2116 -0.042
H -4.629 0.779 -2.450 0.0334 -0.0258 -0.0185 0.073
H -3.831 0.122 -3.891 -0.0073 0.0272 0.0174 0.083
H -3.291 1.665 -3.212 -0.0069 -0.0537 0.0145 0.059
H -2.561 0.521 -1.173 0.0986 -0.0412 0.0286 0.083
H -3.553 -2.022 -2.526 0.0263 -0.0016 0.0326 0.071
H -4.060 -1.324 -0.989 0.0104 0.0102 -0.0377 0.072
H -2.454 -2.039 -1.139 0.0158 0.0198 0.0131 0.067
H -1.715 -1.992 -3.743 0.0167 0.0158 -0.0029 0.103
H 0.448 -2.068 -4.934 -0.0103 0.0175 0.0020 0.098
H 2.116 -0.290 -4.537 -0.0286 0.0045 0.0141 0.109
H 1.626 2.534 -2.168 -0.0463 0.0185 0.0048 0.119
H 2.762 1.979 -4.952 -0.0256 0.0402 0.0248 0.073
H 3.082 3.403 -3.954 -0.0147 -0.0302 -0.0113 0.077
H 1.462 3.132 -4.609 -0.0105 -0.0159 0.0294 0.066
H 3.679 0.468 -3.081 -0.0157 0.0207 0.0139 0.072
H 3.017 0.611 -1.442 -0.0034 0.0235 -0.0368 0.026
H 3.993 1.917 -2.117 -0.0295 -0.0242 0.0006 0.081
H -1.265 2.674 -4.233 0.0160 0.0289 -0.0262 0.112
H -1.689 4.964 -5.018 -0.0019 -0.0081 0.0067 0.095
H -1.558 6.892 -3.449 -0.0009 -0.0071 0.0055 0.086
H -0.969 6.431 -1.042 -0.0030 -0.0098 -0.0166 0.115
F -1.268 -7.989 1.406 -0.0034 -0.0009 0.0069 0.029
C -0.933 -6.673 1.442 -0.0134 -0.0656 -0.0218 -0.301
C -0.777 -6.059 2.664 0.0322 0.1354 0.0580 -0.026
C -0.429 -4.709 2.690 -0.0144 0.0455 -0.0853 -0.115
C -0.233 -3.974 1.518 -0.1056 -0.1274 -0.1062 -0.345
C -0.416 -4.652 0.306 -0.0202 0.0234 0.0906 -0.132
C -0.760 -5.999 0.253 0.0284 0.1282 -0.0137 -0.026
Sb 0.267 -1.813 1.461 -0.2125 -0.3826 -0.2233 1.449
C 1.976 -2.237 0.240 0.0661 0.1689 -0.1468 -0.410
C 1.716 -2.293 -1.130 0.0665 -0.0431 0.0107 -0.143
C 2.732 -2.505 -2.058 -0.1086 -0.0108 0.0329 -0.018
C 4.018 -2.640 -1.592 0.0432 -0.0176 -0.0098 -0.288
F 5.021 -2.838 -2.485 0.0203 -0.0073 -0.0037 0.036
C 4.330 -2.557 -0.251 -0.0451 0.0180 0.0885 -0.011
C 3.300 -2.348 0.659 0.0382 -0.0157 -0.0294 -0.113
C 0.878 -1.863 3.496 0.2316 0.1521 0.1171 -0.400
C 0.001 -1.275 4.405 0.0269 -0.0466 0.0619 -0.161
C 0.258 -1.298 5.772 -0.0276 -0.0061 -0.0801 -0.011
C 1.412 -1.907 6.208 0.0003 0.0277 0.0521 -0.286
F 1.684 -1.916 7.536 0.0070 -0.0217 0.0011 0.039
C 2.308 -2.504 5.346 0.0015 0.0123 -0.1027 -0.012
C 2.030 -2.478 3.985 -0.0866 -0.1237 0.0512 -0.107
H -0.924 -6.629 3.573 0.0090 0.0255 -0.0109 0.112
H -0.305 -4.232 3.656 0.0213 0.0240 -0.0007 0.088
H -0.278 -4.129 -0.635 0.0100 0.0019 0.0215 0.081
H -0.893 -6.521 -0.686 0.0079 0.0247 0.0110 0.112
H 0.710 -2.139 -1.513 0.0204 0.0105 0.0196 0.078
H 2.530 -2.536 -3.121 0.0074 -0.0032 0.0558 0.106
H 5.361 -2.636 0.068 -0.0110 0.0065 -0.0008 0.114
H 3.564 -2.230 1.702 -0.0300 0.0218 -0.0437 0.081
H -0.873 -0.743 4.052 0.0120 -0.0018 0.0038 0.046
H -0.405 -0.820 6.482 0.0108 0.0014 -0.0198 0.120
H 3.203 -2.971 5.736 -0.0122 0.0094 -0.0056 0.114
H 2.715 -2.981 3.316 -0.0245 0.0120 0.0058 0.086
C -4.243 3.608 -0.604 -0.0375 -0.0053 0.0840 -0.039
N -4.899 2.658 0.289 -0.0904 0.0468 -0.1458 0.031
C -4.196 1.670 0.888 0.2745 -0.1301 0.0157 -0.597
N -4.908 0.715 1.564 -0.1307 0.0405 -0.0005 0.174
O -2.972 1.601 0.821 0.0657 0.0895 0.0109 -0.123
H -4.135 3.224 -1.619 0.0053 -0.0308 0.0131 0.077
H -3.253 3.832 -0.220 -0.0059 -0.0173 0.0391 0.075
H -4.817 4.532 -0.621 -0.0323 -0.0057 -0.0210 0.087
H -5.886 2.504 0.173 -0.0103 0.0762 -0.0054 0.132
H -5.829 0.943 1.899 0.0169 0.0039 0.0244 0.097
H -4.346 0.149 2.179 0.0257 -0.0018 -0.0173 0.114
```
Positions in Å, forces in eV/Å.

---

Record 4
The following is a DFT calculation (ωB97M-V with the def2-TZVPD basis set) of a structure of composition C12H49N3O11 at a distorted geometry.

Calculated values
Lowest unoccupied orbital energy in Ha: 0.01041
Energy relative to the best compared isomer or geometry (same formula, charge and spin) in kcal per mole: 720.0
2S+1: 1
E_HOMO in eV: -8.2
Orbital gap in eV: 8.4

Structure (XYZ):
```
75
Properties=species:S:1:pos:R:3:forces:R:3:lowdin_charge:R:1
C -0.031 -1.058 -0.315 -3.1202 3.2962 1.8929 -0.078
C -0.588 0.375 -0.174 -0.0625 -0.8649 0.3900 -0.219
C 0.270 1.023 0.936 -1.1648 0.2809 -0.9444 -0.117
O -0.318 2.256 1.308 8.7401 -1.3802 1.9808 -0.163
C 0.240 2.834 2.504 0.6198 0.2121 1.1474 0.041
N -0.492 1.051 -1.460 4.2996 1.7253 3.9097 -0.008
H 0.034 -1.620 0.617 -0.5827 0.4717 0.2073 0.106
H 0.992 -0.903 -0.657 -1.4332 0.4576 0.3858 0.062
H -0.705 -1.638 -0.946 -0.0012 2.1134 1.1943 0.060
H -1.643 0.421 0.096 -0.2870 -0.4177 0.7644 0.164
H 1.276 1.253 0.584 -0.0073 0.1125 -0.0296 0.151
H 0.301 0.354 1.796 -0.5965 1.0504 -0.3179 0.081
H -0.204 3.819 2.650 1.3062 -3.1668 -0.2428 0.032
H 1.316 2.977 2.600 0.3360 -0.1613 -1.4080 0.132
H 0.080 2.225 3.394 -0.9015 -0.1672 -0.2336 0.110
H -0.897 1.969 -1.348 2.5851 -6.4113 0.6969 -0.075
H -1.060 0.709 -2.222 4.0765 1.6393 3.8485 -0.096
C 3.510 -0.735 -0.378 3.0107 0.2515 0.2999 -0.085
C 3.573 -0.718 1.129 -2.0898 -0.3507 -0.7790 -0.395
C 2.126 -0.957 1.635 1.4871 1.0692 1.4602 -0.181
O 2.077 -0.835 3.075 1.0043 0.3438 0.3147 -0.153
C 0.854 -0.594 3.730 -0.7147 -0.8966 -1.3182 -0.103
N 4.404 -1.834 1.500 0.5888 0.4060 0.5068 0.056
H 3.131 -1.728 -0.617 5.7638 2.9646 3.3409 -0.016
H 4.515 -0.639 -0.788 0.4310 -0.0539 0.1299 0.104
H 2.903 -0.010 -0.920 0.6860 -0.2456 1.2666 0.024
H 3.998 0.253 1.383 -0.4069 0.2403 0.8498 0.145
H 1.805 -1.972 1.404 0.4127 0.7334 1.1373 0.102
H 1.543 -0.182 1.137 1.0636 -1.7941 0.5795 0.052
H 0.826 0.386 4.207 0.0091 -0.1755 0.1260 0.085
H 0.528 -1.407 4.378 0.7670 0.0194 0.6854 0.093
H 0.070 -0.692 2.980 -0.4708 0.4239 0.1451 0.077
H 5.291 -1.376 1.348 0.9613 -0.9564 0.2013 0.078
H 4.308 -1.953 2.499 0.2436 -0.1423 0.3938 0.072
C -2.782 -4.428 -1.634 -0.1803 -0.2903 0.7510 -0.054
C -1.804 -3.275 -1.964 0.1233 -1.9211 0.5686 -0.410
C -0.385 -3.535 -1.364 0.8626 -0.1009 0.7244 -0.152
O 0.584 -2.485 -1.608 1.8213 -4.9485 -2.8654 -0.288
C 1.756 -2.598 -0.771 -2.1243 -3.9344 -2.2715 -0.116
N -1.758 -3.278 -3.400 0.7115 0.6048 -1.0208 0.045
H -3.094 -4.595 -0.603 0.5269 0.3171 0.3015 0.079
H -2.358 -5.366 -1.990 0.1993 -0.0546 0.0322 0.083
H -3.747 -4.339 -2.134 0.1545 0.4957 -0.4076 0.085
H -2.225 -2.340 -1.592 -0.0845 -0.1781 0.3216 0.114
H 0.148 -4.441 -1.651 -0.7883 -0.5006 -0.7627 0.133
H -0.438 -3.669 -0.283 -0.4685 0.2464 0.3671 0.129
H 2.176 -3.604 -0.792 -0.0119 -0.4745 -0.3069 0.130
H 1.584 -2.382 0.284 -0.0957 -0.6874 -1.8659 0.047
H 2.543 -1.951 -1.159 -4.7462 -2.1270 -3.3577 0.030
H -2.198 -4.117 -3.748 -0.0856 0.1130 -0.2193 0.071
H -0.785 -3.343 -3.663 0.1134 0.1724 -0.4809 0.079
O -3.344 1.391 -2.507 -8.7119 -1.6484 0.5740 -0.073
H -2.658 2.058 -2.540 -2.5750 -0.5679 -0.4938 -0.268
H -2.889 0.591 -2.244 -2.5511 1.2064 0.2698 -0.123
O -1.840 -0.092 -2.412 -3.0218 -10.3076 -4.5836 0.060
H -1.758 -1.042 -2.490 0.1255 -0.8285 -0.3916 0.093
H -1.486 0.248 -3.234 -1.1370 -0.8237 -1.9422 0.164
O -1.673 2.508 -2.576 4.2285 5.5212 -9.3184 0.068
H -1.294 2.837 -1.761 -0.6193 2.0375 -4.1283 -0.215
H -0.917 2.267 -3.112 -0.0100 0.4993 -0.7705 0.135
O -2.216 2.933 1.398 -7.3010 -1.1004 -3.1970 0.004
H -2.815 2.735 0.678 -0.7804 0.1866 -0.0276 0.108
H -1.405 2.481 1.167 -1.1526 -1.0393 -0.0744 -0.183
O 1.751 0.665 -1.581 3.9324 0.5877 -2.0210 -0.084
H 1.698 -0.095 -2.161 -0.0819 0.0266 -0.5166 0.065
H 0.841 0.859 -1.356 -1.9505 1.2213 -0.9864 -0.103
O -2.027 4.264 2.984 -1.6413 2.6934 4.7815 -0.118
H -2.653 3.649 3.365 -0.0324 -0.0507 -0.1741 0.081
H -1.792 3.877 2.141 -1.3094 0.5091 -0.2823 -0.103
O -1.028 3.001 -0.769 0.6278 9.4126 9.6801 0.148
H -0.389 3.061 -0.059 1.0390 -0.2273 0.6095 0.129
H -1.561 3.791 -0.679 -0.6248 1.0494 0.4549 0.182
O -0.232 5.702 2.897 2.0147 1.7723 -0.4441 -0.068
H -0.535 4.807 2.745 -0.7470 2.7186 0.8272 -0.084
H -1.026 6.191 3.111 -0.2015 -0.2069 0.0651 0.043
```
Positions in Å, forces in eV/Å.

---

Going through the records in order, we get DFT total energy values of -288.618479; -889.682348; -4055.923724; -1477.334168 a.u..